C27H20CoO6P | ωB97M-V/def2-TZVPD

Last column: Mulliken spin population.
CARTESIAN COORDINATES (ANGSTROEM)
Co 1.460 -0.542 0.760  0.931
C 1.895 0.851 3.170  -0.020
C 2.622 -0.293 2.828  0.029
C 3.813 -0.164 2.113  -0.017
C 4.273 1.094 1.746  0.018
C 3.541 2.222 2.073  -0.012
C 2.350 2.102 2.781  0.018
H 1.000 0.754 3.771  0.005
H 2.311 -1.261 3.197  0.004
H 4.385 -1.048 1.861  0.000
H 5.186 1.188 1.173  0.000
H 3.887 3.197 1.756  0.000
H 1.774 2.986 3.029  0.002
O 3.178 -1.872 -2.588  0.002
C 2.733 -1.298 -1.612  0.000
O 2.131 -1.832 -0.603  0.040
C 2.852 0.244 -1.473  0.003
O 3.381 0.928 -2.326  -0.002
O 2.343 0.704 -0.365  -0.027
O -0.037 -3.728 2.363  -0.002
C -0.282 -2.720 1.729  -0.001
O 0.223 -1.546 1.952  -0.010
C -1.332 -2.775 0.622  0.003
C -2.111 -3.923 0.523  0.003
C -3.118 -4.016 -0.422  0.000
C -3.353 -2.957 -1.290  0.000
C -2.570 -1.817 -1.213  0.004
C -1.553 -1.717 -0.264  -0.017
P -0.546 -0.193 -0.178  0.029
C -0.366 0.360 -1.899  0.001
C -0.168 1.710 -2.189  0.005
C 0.255 2.102 -3.449  -0.002
C 0.515 1.150 -4.424  0.002
C 0.358 -0.197 -4.134  -0.002
C -0.073 -0.591 -2.877  0.003
C -1.719 0.976 0.607  -0.026
C -2.624 1.748 -0.117  0.004
C -3.467 2.640 0.533  -0.001
C -3.422 2.763 1.915  0.002
C -2.541 1.979 2.647  0.000
C -1.695 1.090 1.998  0.020
H -1.903 -4.729 1.213  0.000
H -3.723 -4.913 -0.486  0.000
H -4.144 -3.020 -2.028  0.000
H -2.744 -0.998 -1.900  0.001
H -0.311 2.455 -1.415  0.000
H 0.416 3.152 -3.659  0.000
H 0.876 1.456 -5.398  0.000
H 0.611 -0.946 -4.872  0.000
H -0.146 -1.646 -2.642  0.000
H -2.669 1.657 -1.196  0.001
H -4.159 3.242 -0.043  0.000
H -4.075 3.467 2.418  0.000
H -2.509 2.064 3.727  0.000
H -1.013 0.462 2.558  0.007

Highest occupied orbital energy (alpha / beta) (eV): -4.96 / -5.14
Orbital gap (alpha / beta) (eV): 7.6 / 7.8
E_LUMO (alpha / beta) (eV): 2.634 / 2.632
Total energy (Eh): -3216.61525
Energy relative to the best compared isomer or geometry (same formula, charge and spin) (kJ/mol): 33.2
Total charge: -1
Multiplicity: 2

C17H16CoN8O2S2 | ωB97M-V/def2-TZVPD

Last column: Mulliken spin population.
CARTESIAN COORDINATES (ANGSTROEM)
Co -1.326 -0.313 1.742  2.756
N -5.547 -0.762 1.169  0.017
C -4.284 -0.430 1.375  0.005
S -3.146 -1.689 1.756  0.080
N -4.031 0.900 1.318  0.002
N -2.750 1.133 1.481  0.041
C -2.308 2.340 1.613  0.018
C -0.878 2.431 1.859  0.019
C -0.180 3.698 1.686  -0.002
C 1.147 3.734 1.652  0.019
C 1.947 2.474 1.751  0.005
C 1.139 1.262 2.173  -0.030
N -0.276 1.333 2.212  0.025
H -5.840 -1.718 1.269  0.000
H -6.226 -0.042 0.980  -0.002
H -2.967 3.198 1.538  0.002
H -0.776 4.593 1.558  0.000
H 1.681 4.664 1.504  0.001
H 2.829 2.617 2.376  0.000
H 1.555 0.657 2.979  -0.001
N 0.961 0.352 -5.249  0.011
C 1.136 0.352 -3.896  0.015
C 2.303 -0.180 -3.328  0.010
C 2.491 -0.184 -1.962  0.002
C 1.506 0.355 -1.152  0.000
C 0.337 0.886 -1.685  0.006
C 0.150 0.882 -3.050  -0.011
S 1.794 0.381 0.588  -0.009
O 2.313 2.027 0.452  0.002
O 2.945 -0.401 0.973  0.009
N 0.299 -0.846 0.800  0.727
C 0.540 -2.187 0.646  -0.080
N -0.278 -2.948 1.400  0.157
C -0.079 -4.254 1.360  -0.053
C 0.890 -4.816 0.535  0.171
C 1.644 -3.941 -0.245  -0.048
N 1.488 -2.631 -0.193  0.144
H 1.668 -0.011 -5.860  -0.001
H 0.137 0.741 -5.665  -0.001
H 3.067 -0.593 -3.978  0.000
H 3.384 -0.603 -1.518  -0.001
H -0.428 1.307 -1.039  -0.008
H -0.757 1.293 -3.478  -0.001
H -0.716 -4.866 1.988  -0.001
H 1.039 -5.885 0.490  0.007
H 2.404 -4.310 -0.925  -0.002

Highest occupied orbital energy (alpha / beta) (eV): -10.69 / -10.66
Orbital gap (alpha / beta) (eV): 6.4 / 5.2
E_LUMO (alpha / beta) (eV): -4.270 / -5.478
Total energy (Eh): -3424.75210
Energy relative to the best compared isomer or geometry (same formula, charge and spin) (kJ/mol): 340.4
Total charge: +1
Multiplicity: 5

C27H20F5N7O2SSeV | ωB97M-V/def2-TZVPD

Last column: Mulliken spin population.
CARTESIAN COORDINATES (ANGSTROEM)
V 0.404 0.183 -0.850  -0.018
C -0.972 3.734 1.048  0.000
C -0.642 2.609 0.108  -0.004
N 0.142 1.555 0.428  0.012
N 0.761 1.521 1.657  -0.005
C 1.511 0.471 1.990  -0.011
N 2.152 0.509 3.184  0.010
S 1.709 -0.827 0.933  0.004
C -1.119 2.520 -1.211  0.004
C -1.954 3.456 -1.866  0.000
C -2.378 3.208 -3.141  0.001
C -1.966 2.025 -3.796  0.000
C -1.134 1.165 -3.137  0.001
N -0.701 1.380 -1.873  0.001
H -1.149 3.373 2.066  0.000
H -0.182 4.492 1.082  0.000
H -1.886 4.228 0.730  0.000
H 0.636 2.288 2.301  0.002
H 1.769 1.043 3.948  0.001
H 2.608 -0.351 3.439  0.004
H -2.250 4.365 -1.361  0.000
H -3.024 3.914 -3.647  0.000
H -2.300 1.797 -4.798  0.000
H -0.786 0.256 -3.614  0.000
O 4.004 2.615 -2.124  0.000
C 4.728 1.544 -2.506  0.001
C 6.051 1.759 -2.888  0.000
C 6.850 0.700 -3.266  0.000
C 6.345 -0.597 -3.283  0.000
C 5.031 -0.819 -2.927  0.000
C 4.203 0.238 -2.538  0.000
C 2.809 -0.022 -2.155  0.000
O 2.106 0.904 -1.568  -0.004
N 2.289 -1.207 -2.405  -0.002
N 1.020 -1.235 -1.918  0.001
C 0.286 -2.336 -1.981  0.020
C -0.991 -2.192 -1.389  0.003
C -2.038 -3.125 -1.483  0.015
C -3.258 -2.815 -0.939  -0.012
C -3.426 -1.583 -0.281  0.013
C -2.362 -0.720 -0.200  -0.010
N -1.159 -0.997 -0.739  0.025
H 3.131 2.286 -1.828  0.000
H 6.427 2.774 -2.871  0.000
H 7.880 0.886 -3.546  0.000
H 6.980 -1.424 -3.571  0.000
H 4.611 -1.815 -2.936  0.000
H 0.648 -3.259 -2.417  0.001
H -1.867 -4.063 -1.994  0.001
H -4.087 -3.505 -1.023  0.000
H -4.374 -1.318 0.165  0.003
H -2.461 0.233 0.308  -0.003
F -5.092 -3.283 6.901  0.008
C -4.192 -2.900 6.017  0.094
C -3.354 -3.836 5.431  -0.028
F -3.461 -5.116 5.771  -0.003
C -2.417 -3.430 4.503  0.073
F -1.627 -4.344 3.966  0.009
C -2.285 -2.089 4.129  -0.080
Se -1.024 -1.536 2.861  0.839
C -3.142 -1.172 4.748  0.062
F -3.053 0.117 4.445  0.009
C -4.087 -1.562 5.673  -0.031
F -4.892 -0.669 6.240  -0.003

Highest occupied orbital energy (alpha / beta) (eV): -6.00 / -6.02
Orbital gap (alpha / beta) (eV): 5.8 / 3.4
E_LUMO (alpha / beta) (eV): -0.163 / -2.665
Total energy (Eh): -5817.58645
Energy relative to the best compared isomer or geometry (same formula, charge and spin) (kJ/mol): 66.3
Multiplicity: 2

C5H11NO2 | ωB97M-V/def2-TZVPD

Last column: natural (NBO) charge in e.
CARTESIAN COORDINATES (ANGSTROEM)
N -2.671 -0.132 -1.899  -0.813
C -1.903 -0.893 -0.979  0.008
C -1.068 -0.296 -0.085  -0.296
C -0.254 -0.989 1.026  -0.426
C 1.237 -0.561 1.213  -0.511
C 2.065 -1.568 0.422  0.435
O 3.218 -1.789 0.744  -0.521
H -3.449 -0.701 -2.301  0.372
H -3.014 0.747 -1.688  0.379
H -1.834 -1.994 -1.041  0.199
H -1.060 0.779 -0.016  0.188
H -0.679 -0.997 2.133  0.214
H -0.172 -2.064 0.776  0.193
H 1.469 0.430 0.704  0.228
H 1.551 -0.483 2.302  0.239
H 1.599 -2.125 -0.285  0.114
O 1.571 4.033 -0.667  -0.939
H 1.756 4.987 -0.532  0.472
H 1.638 3.615 0.171  0.467

Highest occupied orbital energy (eV): -8.28
Orbital gap (eV): 9.0
SMILES: N/C=C/CCC=O.O
E_LUMO (eV): 0.755
Total energy (Eh): -402.27710
Energy relative to the best compared isomer or geometry (same formula, charge and spin) (kJ/mol): 265.3

Number 2 is which compound? C17H16CoN8O2S2